# 1
{
  "formula": "C36H46BaN3O7S",
  "method": "ωB97M-V/def2-TZVPD",
  "charge": -1,
  "e_homo_ev": -3.53,
  "total_energy_ha": -2514.12408,
  "homo_lumo_gap_ev": 5.15,
  "de_lowest_kcal_mol": 73.1,
  "lumo_energy_ev": 1.6,
  "species": ["Ba", "S", "O", "O", "O", "O", "O", "O", "O", "N", "N", "N", "C", "C", "C", "C", "C", "C", "C", "C", "C", "C", "C", "C", "C", "C", "C", "C", "C", "C", "C", "C", "C", "C", "C", "C", "C", "C", "C", "C", "C", "C", "C", "C", "C", "C", "C", "C", "H", "H", "H", "H", "H", "H", "H", "H", "H", "H", "H", "H", "H", "H", "H", "H", "H", "H", "H", "H", "H", "H", "H", "H", "H", "H", "H", "H", "H", "H", "H", "H", "H", "H", "H", "H", "H", "H", "H", "H", "H", "H", "H", "H", "H", "H"],
  "coordinates": [[1.07, -0.32, -0.21], [-0.06, -1.20, 2.28], [0.51, 0.15, 2.05], [6.33, -6.18, -3.87], [2.94, -0.51, -1.88], [0.98, -1.49, -2.33], [4.48, -7.06, -4.58], [0.59, -1.93, 3.33], [-0.16, -1.94, 0.97], [2.89, -1.69, 1.03], [5.14, -6.18, -4.08], [4.69, -4.54, 3.49], [3.54, -1.34, 2.16], [-5.67, 0.01, 4.01], [3.43, -3.98, 1.52], [-1.76, 0.69, -3.38], [2.82, -3.01, 0.75], [-0.58, 0.76, -4.35], [-2.38, 1.70, -1.07], [4.11, -3.59, 2.67], [4.16, -2.24, 3.00], [2.30, -3.74, -3.42], [-0.27, 2.08, -1.71], [0.93, 3.74, 1.53], [1.99, 3.48, -0.67], [-3.20, -0.20, 4.45], [-1.69, -0.94, 2.75], [0.65, 3.77, 0.02], [-1.99, 2.18, 2.49], [-2.97, 1.34, -4.06], [-1.91, -0.50, 4.06], [4.35, -4.89, -3.63], [-1.44, 1.43, -2.09], [-2.54, 2.88, 1.24], [-4.00, 2.41, 1.11], [-2.59, 4.39, 1.52], [2.99, -2.69, -2.85], [5.08, -3.88, -3.08], [2.26, -1.44, -2.33], [-1.77, 2.53, -0.05], [-4.03, -0.80, 2.28], [-4.28, -0.34, 3.57], [4.37, -2.75, -2.68], [-2.13, -0.78, -3.11], [-2.74, -1.10, 1.86], [0.28, 5.21, -0.37], [-0.44, 2.77, -0.47], [3.00, -4.88, -3.83], [-2.57, 2.46, 3.38], [-1.09, -0.37, 4.75], [-2.57, -1.43, 0.84], [-2.41, -1.30, -4.04], [1.78, 4.40, 1.76], [-1.31, -1.34, -2.66], [-5.66, 0.59, 4.94], [5.39, -4.22, 4.15], [-3.39, 0.16, 5.45], [2.27, -3.30, -0.16], [1.05, 5.92, -0.04], [-1.62, 4.82, 1.77], [-2.08, 1.11, 2.36], [-2.96, 4.94, 0.64], [-0.95, 2.40, 2.68], [-0.38, 1.80, -4.62], [-0.67, 5.52, 0.05], [0.62, 2.18, -2.33], [0.20, 5.28, -1.46], [-4.85, -0.90, 1.58], [-0.80, 0.20, -5.26], [-4.49, 2.85, 0.24], [0.09, 4.08, 2.13], [-2.79, 2.40, -4.25], [2.51, -5.73, -4.29], [-4.55, 2.71, 2.01], [2.78, 4.10, -0.22], [4.86, -1.90, -2.22], [1.97, 3.68, -1.74], [1.17, 2.73, 1.89], [-2.99, -0.82, -2.42], [-3.87, 1.26, -3.43], [-3.19, 0.84, -5.02], [2.33, 2.45, -0.56], [1.23, -3.66, -3.54], [3.55, -0.29, 2.41], [3.36, -5.02, 1.24], [-6.19, 0.60, 3.25], [4.85, -5.46, 3.13], [-6.27, -0.89, 4.20], [6.15, -3.96, -2.95], [-3.39, 1.31, -1.03], [0.33, 0.35, -3.92], [-3.26, 4.60, 2.36], [-4.06, 1.32, 1.02], [4.65, -1.90, 3.90]],
  "mulliken_charge": [1.5393, 1.8045, -0.7471, -0.6218, -0.7223, -0.7555, -0.6179, -0.7975, -0.9361, -0.0158, 1.0280, -0.5401, -0.8117, -1.5584, -0.7960, 2.6819, -0.2808, -1.9388, -0.6656, 0.9724, -0.5835, -0.0029, -0.8927, -1.6824, -2.0402, -0.7653, -0.9207, 2.4642, -0.6276, -1.9001, -0.5894, 0.2036, -0.3824, 3.3613, -2.2945, -2.0671, -0.4390, -0.6739, 1.0025, -0.4484, -0.7617, 1.3326, -0.2346, -1.5626, 0.5295, -1.7652, 0.7178, -0.6987, 0.7411, 0.4475, 0.4063, 0.4542, 0.5684, 0.1272, 0.3793, 0.2068, 0.3027, 0.4516, 0.4652, 0.3172, -0.7736, 0.3350, -0.1931, 0.3200, 0.2014, 0.1389, 0.3341, 0.2784, 0.4472, 0.4633, 0.2580, 0.3867, 0.4688, 0.4982, 0.4652, 0.4878, 0.3482, 0.1252, 0.2296, 0.2763, 0.4493, 0.2534, 0.5392, 0.4121, 0.3271, 0.3527, 0.2197, 0.3150, 0.4720, 0.3144, 0.0652, 0.4749, 0.0101, 0.3326]
}

***

# 2
{
  "formula": "C36H46Cl5N2O4SeZr",
  "method": "ωB97M-V/def2-TZVPD",
  "charge": 1,
  "e_homo_ev": -10.66,
  "total_energy_ha": -6559.26408,
  "homo_lumo_gap_ev": 7.81,
  "de_lowest_kcal_mol": 18.5,
  "lumo_energy_ev": -2.8,
  "species": ["Zr", "Se", "Cl", "Cl", "Cl", "Cl", "Cl", "O", "O", "O", "O", "N", "N", "C", "C", "C", "C", "C", "C", "C", "C", "C", "C", "C", "C", "C", "C", "C", "C", "C", "C", "C", "C", "C", "C", "C", "C", "C", "C", "C", "C", "C", "C", "C", "C", "C", "C", "C", "C", "H", "H", "H", "H", "H", "H", "H", "H", "H", "H", "H", "H", "H", "H", "H", "H", "H", "H", "H", "H", "H", "H", "H", "H", "H", "H", "H", "H", "H", "H", "H", "H", "H", "H", "H", "H", "H", "H", "H", "H", "H", "H", "H", "H", "H", "H"],
  "coordinates": [[-0.37, 0.25, -0.16], [-0.35, 0.28, 2.59], [0.51, -5.25, 0.52], [1.14, -2.17, 0.22], [-4.76, -4.10, 0.21], [-2.48, -6.19, 0.52], [-4.09, -1.09, -0.10], [-1.87, 1.38, 0.28], [0.99, 1.63, 0.34], [0.28, 0.08, -2.22], [0.86, 0.36, -4.37], [2.46, 0.19, -2.86], [2.89, -0.04, -1.56], [3.93, 4.44, 0.27], [-4.71, 2.24, 5.15], [1.65, 3.70, 3.91], [-0.53, -2.77, 0.22], [-3.78, 2.74, -1.15], [2.01, 3.75, -1.15], [-2.80, -2.24, 0.08], [-3.99, 1.66, 6.37], [-1.48, -1.79, 0.09], [0.95, 2.49, 3.88], [1.22, 5.85, 5.11], [-4.58, 4.48, 0.41], [1.89, 3.60, 1.44], [-2.72, 1.32, 3.82], [-0.77, -4.13, 0.36], [-4.42, 2.50, 2.65], [2.40, 4.36, 0.21], [-3.12, -3.59, 0.22], [-3.80, 2.34, 1.41], [0.74, 1.86, 2.66], [3.42, 4.66, 5.39], [-2.59, 1.63, 1.41], [-4.90, 3.75, 5.37], [-3.93, 2.01, 3.86], [2.08, 4.20, 2.69], [1.35, 3.74, 6.42], [-2.10, -4.53, 0.36], [1.81, 5.78, 0.22], [1.90, 4.47, 5.20], [-6.09, 1.57, 5.03], [-2.07, 1.15, 2.62], [1.15, 0.20, -3.11], [-0.55, 0.46, -4.72], [-4.49, 2.97, 0.19], [-5.90, 2.38, 0.06], [1.23, 2.37, 1.45], [-5.09, 4.95, -0.44], [-5.86, 1.30, -0.10], [0.15, 5.74, 4.97], [-0.56, 0.58, -5.80], [3.86, 5.22, 4.56], [-4.58, 1.86, 7.26], [-6.51, 2.57, 0.94], [1.40, 6.41, 6.03], [-2.78, 3.18, -1.16], [-3.59, 4.93, 0.50], [2.45, 2.76, -1.29], [-5.35, 3.04, 2.67], [-2.28, 0.92, 4.73], [-5.15, 4.73, 1.31], [2.17, 6.34, -0.65], [4.28, 4.94, 1.17], [4.37, 3.44, 0.26], [3.57, -0.79, -1.55], [-5.98, 0.49, 4.88], [0.72, 5.75, 0.18], [-6.67, 1.73, 5.94], [4.31, 4.99, -0.60], [1.62, 6.44, 4.28], [-3.87, 0.58, 6.29], [-0.99, 1.33, -4.24], [-6.41, 2.82, -0.80], [-5.45, 3.92, 6.30], [0.93, 3.67, -1.26], [-3.70, 1.69, -1.40], [-5.47, 4.21, 4.56], [1.81, 2.76, 6.55], [-1.07, -0.45, -4.43], [2.10, 6.34, 1.11], [0.27, 3.62, 6.36], [-4.36, 3.24, -1.93], [3.28, 0.80, -1.15], [3.10, 0.35, -3.62], [2.39, 4.40, -1.94], [-3.94, 4.26, 5.44], [3.93, 3.70, 5.46], [1.57, 4.32, 7.32], [0.56, 2.05, 4.78], [2.60, 5.15, 2.70], [-6.66, 1.97, 4.19], [3.61, 5.22, 6.31], [-3.01, 2.12, 6.51]],
  "mulliken_charge": [1.0640, 0.2231, -0.1809, -0.2269, -0.1701, -0.1645, -0.1420, -0.3840, -0.8730, -0.7129, -0.4531, -0.1293, -0.3230, -1.6795, 2.0077, -0.4662, 1.4701, -1.9197, -1.7935, 1.0916, -1.9724, -1.3584, -0.5449, -1.5358, -1.6578, -0.3817, -0.4386, -0.7770, -0.5971, 2.1694, -0.4266, -0.2296, 0.2759, -1.6537, 0.7093, -1.5941, -0.2846, -0.3673, -2.1139, 0.9168, -1.8158, 1.9568, -1.6099, 0.0200, 0.6842, -0.6602, 2.1628, -1.4547, 0.7864, 0.4763, 0.1472, 0.3204, 0.2543, 0.3051, 0.4442, 0.3011, 0.4621, 0.2446, 0.3414, 0.0944, 0.3833, 0.6623, 0.3006, 0.4799, 0.2999, 0.3201, 0.3148, 0.3522, 0.3739, 0.4606, 0.4795, 0.3221, 0.3865, 0.3131, 0.4982, 0.4704, 0.2376, 0.1811, 0.3147, 0.3856, 0.3072, 0.3468, 0.3535, 0.6127, 0.1133, 0.2244, 0.5929, 0.3253, 0.3572, 0.4440, 0.4886, 0.4059, 0.3079, 0.4726, 0.2747]
}